No. 1
This record from the Open Molecules 2025 dataset describes the molecule C18H21N3O2. The level of theory is ωB97M-V/def2-TZVPD.

Geometry as XYZ:
```
44
Properties=species:S:1:pos:R:3:forces:R:3:nbo_charge:R:1
C 1.645055 -0.684801 -5.330486 0.05 0.05 -0.23 -0.251
O 1.260135 -0.953571 -4.004785 0.03 -0.14 0.38 -0.517
C 2.196834 -1.444000 -3.137068 0.02 -0.05 0.18 0.375
C 3.517438 -1.707788 -3.480382 -0.11 0.11 -0.28 -0.313
C 4.398089 -2.206697 -2.535035 0.02 -0.03 0.09 -0.196
C 3.974215 -2.448738 -1.242487 0.13 -0.06 0.01 -0.239
C 2.659319 -2.187177 -0.897966 0.00 0.02 -0.15 -0.180
C 1.763113 -1.684014 -1.825309 -0.10 0.03 -0.24 -0.115
C 0.334774 -1.412242 -1.435263 -0.04 0.03 0.00 -0.239
N 0.240501 -0.913489 -0.073575 -0.09 -0.14 0.00 -0.448
C -1.132288 -0.939014 0.405355 -0.10 -0.11 0.15 -0.220
C -1.297719 -0.036276 1.622071 -0.15 -0.48 0.08 -0.224
N -1.065291 1.338705 1.231921 0.12 -0.01 -0.12 -0.431
C -1.639720 2.414256 1.807597 -0.02 -0.08 0.01 0.663
O -1.448866 3.551457 1.416696 -0.10 0.23 -0.01 -0.610
C -2.531604 2.133148 2.981033 -0.18 0.20 0.32 -0.068
C -3.897729 2.377002 2.897158 0.22 -0.07 0.02 -0.241
C -4.675172 2.163977 4.024976 -0.08 0.08 -0.31 0.042
N -4.184028 1.754036 5.181475 -0.30 -0.07 0.42 -0.414
C -2.881741 1.543975 5.264786 0.31 -0.05 0.00 0.041
C -2.010281 1.713424 4.200570 -0.15 0.06 -0.20 -0.252
C -0.146027 1.532818 0.123955 0.30 0.15 -0.20 -0.240
C 0.865755 0.391133 0.113276 0.00 0.24 0.14 -0.237
H 1.981916 -1.591368 -5.843317 0.01 0.04 0.03 0.177
H 0.751374 -0.305270 -5.823937 0.10 -0.02 -0.01 0.201
H 2.432498 0.074473 -5.376724 -0.02 -0.05 0.00 0.176
H 3.872284 -1.528543 -4.482984 0.00 0.03 -0.10 0.216
H 5.420485 -2.405676 -2.820160 0.08 -0.01 -0.02 0.213
H 4.661026 -2.839775 -0.507608 0.06 -0.03 0.07 0.213
H 2.306628 -2.363941 0.105985 -0.04 0.00 0.13 0.227
H -0.118367 -0.723968 -2.166356 -0.05 -0.09 0.10 0.192
H -0.224888 -2.353362 -1.477162 -0.07 0.08 -0.07 0.211
H -1.379710 -1.969689 0.679607 -0.11 0.10 -0.02 0.209
H -1.847502 -0.616298 -0.371530 0.02 -0.01 0.05 0.169
H -2.309155 -0.138401 2.023273 0.17 -0.06 -0.04 0.227
H -0.585888 -0.345580 2.397696 -0.10 -0.04 -0.01 0.193
H -4.335213 2.724725 1.974214 -0.06 0.05 -0.07 0.229
H -5.744269 2.330702 4.004669 -0.07 0.04 -0.10 0.194
H -2.522203 1.221822 6.233457 0.12 -0.02 0.04 0.194
H -0.952043 1.536763 4.318227 0.11 -0.04 0.03 0.222
H -0.697469 1.561887 -0.824281 0.06 0.07 0.04 0.192
H 0.343202 2.500362 0.257038 -0.04 -0.12 -0.09 0.242
H 1.402984 0.383430 1.068935 0.07 0.14 -0.10 0.194
H 1.599547 0.551584 -0.677557 0.00 0.04 0.08 0.224
```
Forces are in eV/Å.

Calculated values
Net charge: 0
SMILES string: COc1ccccc1CN1CCN(C(=O)c2ccncc2)CC1
F_max in eV/Å: 0.523


No. 2
This record from the Open Molecules 2025 dataset describes the molecule C18H21N3O4S2 at a distorted geometry. The level of theory is ωB97M-V/def2-TZVPD.

Geometry as XYZ:
```
48
Properties=species:S:1:pos:R:3:forces:R:3:nbo_charge:R:1
C -2.436789 -0.823312 -0.806138 -0.07 0.03 -0.15 -0.619
C -3.155190 0.526614 -0.920864 -0.26 -0.82 0.53 -0.223
C -4.663165 0.265259 -1.119562 0.04 0.64 0.34 -0.599
C -2.596217 1.450127 -1.983228 0.15 -0.29 0.97 -0.639
S -0.874223 1.934509 -1.792032 2.67 1.51 -1.63 2.119
O 0.057103 0.882879 -2.222926 -1.51 0.03 1.16 -0.955
O -0.619994 3.163692 -2.549507 -1.09 -0.65 0.91 -0.949
C -0.621819 2.384320 -0.035106 0.46 -0.35 0.26 -0.654
C 0.888278 2.605081 0.341902 0.43 -1.36 -1.39 -0.129
N 1.643875 1.331482 0.122188 -0.01 -0.48 0.34 -0.612
C 1.346749 0.160297 0.808340 -0.11 1.70 -0.47 0.666
O 0.754401 0.186126 1.881202 -0.09 -0.31 0.01 -0.650
C 1.740348 -1.084305 0.163101 0.60 -1.74 -0.02 -0.313
C 1.554158 -2.347243 0.671262 -0.21 0.20 0.30 -0.134
C 2.004181 -3.387810 -0.219473 -0.81 -0.32 0.94 -0.142
C 1.887015 -4.782941 -0.035523 0.05 -0.50 -1.15 -0.166
C 2.279304 -5.626190 -1.078479 0.12 0.92 0.77 -0.217
C 2.851432 -5.106489 -2.247438 -0.22 -0.29 0.30 -0.197
C 2.924599 -3.742595 -2.416045 0.80 0.16 -1.16 -0.246
C 2.501122 -2.885663 -1.414974 0.29 0.40 0.33 -0.083
S 2.570201 -1.144182 -1.379216 -0.35 -0.24 -0.20 0.398
C 1.054288 3.312118 1.686867 -0.88 1.28 1.89 0.670
O 0.773984 4.504607 1.706526 0.27 -0.45 -0.36 -0.613
N 1.395669 2.665443 2.866287 -0.40 -1.27 -2.11 -0.619
C 1.293409 3.307490 4.154673 0.08 -0.05 -0.98 -0.328
C -0.001943 3.197290 4.809847 -3.25 -0.49 1.89 0.270
N -1.005728 3.069938 5.408299 2.77 0.39 -1.77 -0.309
H -1.346985 -0.744028 -0.828971 -0.08 0.05 -0.07 0.226
H -2.709786 -1.251618 0.161813 -0.03 -0.27 -0.25 0.217
H -2.753420 -1.481126 -1.633994 0.18 0.09 0.39 0.209
H -3.049158 1.006253 0.038485 0.03 0.42 0.44 0.200
H -5.291205 1.172316 -1.102910 0.41 -0.17 0.03 0.212
H -5.063114 -0.407534 -0.351349 0.27 0.11 -0.11 0.222
H -4.806992 -0.200589 -2.073327 -0.20 -0.39 -0.65 0.204
H -3.203503 2.334800 -1.996568 0.03 0.73 -0.25 0.253
H -2.606738 0.971156 -2.935606 0.06 -0.25 -0.96 0.253
H -1.036776 1.595633 0.580519 -0.03 -0.22 0.19 0.245
H -1.175188 3.297272 0.136075 -0.18 0.27 -0.09 0.269
H 1.306284 3.328228 -0.381255 -0.17 -0.33 0.33 0.268
H 2.034479 1.186621 -0.818666 -0.53 0.46 0.70 0.422
H 1.083948 -2.598872 1.640631 0.31 0.54 -0.69 0.243
H 1.440466 -5.235617 0.841637 0.06 0.31 0.13 0.220
H 2.192528 -6.689013 -0.985586 -0.08 -0.40 0.18 0.215
H 3.232117 -5.833531 -2.968849 -0.17 0.57 -0.06 0.223
H 3.350449 -3.321325 -3.326270 -0.08 -0.15 0.14 0.222
H 1.275567 1.637972 2.770580 0.15 0.71 0.50 0.439
H 2.030970 2.876249 4.786848 0.58 -0.44 0.71 0.243
H 1.551007 4.340211 4.046780 0.02 0.72 -0.14 0.267
```
Forces are in eV/Å.

Calculated values
Net charge: 0
SMILES string: CC(C)CS(=O)(=O)C[C@H](NC(=O)c1cc2ccccc2s1)C(=O)NCC#N
F_max in eV/Å: 3.793


No. 3
This record from the Open Molecules 2025 dataset describes a structure of composition C18H21N5O12RuSSi at a distorted geometry. The level of theory is ωB97M-V/def2-TZVPD.

Geometry as XYZ:
```
59
Properties=species:S:1:pos:R:3:forces:R:3:nbo_charge:R:1
Ru -0.365351 -0.761384 0.259428 0.57 2.72 -0.67 0.783
C 1.753534 -2.600596 5.011457 0.00 -0.02 0.02 -0.273
O 1.605094 -1.480890 4.138803 0.04 0.09 -0.05 -0.477
C 1.039649 -1.621298 2.941712 0.04 0.02 0.13 0.911
O 0.996981 -0.654893 2.196621 -0.41 -0.53 -0.39 -0.608
N 0.577438 -2.857546 2.613121 -0.03 0.21 -0.05 -0.481
N -0.079402 -2.957506 1.393370 -0.30 -0.62 -0.27 -0.684
H 2.321308 -2.233441 5.859889 -0.01 0.00 0.00 0.220
H 2.307996 -3.405825 4.527654 0.00 0.00 0.00 0.190
H 0.782752 -2.954839 5.364492 0.00 0.00 -0.01 0.184
H 0.426896 -3.563833 3.313169 0.05 0.00 0.01 0.394
H -1.062807 -3.196926 1.484179 0.00 0.05 0.05 0.417
H 0.392552 -3.595557 0.765021 0.04 -0.04 0.07 0.386
O -1.398905 -0.538082 -1.773368 0.09 0.08 0.98 -0.612
C -0.158586 -0.568877 -1.992291 0.30 -0.38 -0.13 0.737
O 0.585623 -1.498791 -1.545580 0.36 -0.22 0.18 -0.645
C 0.467662 0.633760 -2.626233 -0.23 -0.03 -0.28 -0.127
C 0.593228 0.834583 -3.990494 -0.04 0.03 0.00 -0.180
C 1.095752 2.042845 -4.456131 0.00 0.00 0.01 -0.178
C 1.449130 3.054238 -3.571820 0.00 -0.01 0.02 -0.214
C 1.324294 2.852681 -2.204599 0.01 0.03 -0.05 -0.218
C 0.847503 1.635235 -1.746046 0.03 0.10 0.13 -0.144
S 0.899790 1.237278 -0.015583 -0.25 -1.35 -0.09 0.886
H 0.286562 0.062013 -4.683026 0.01 0.00 -0.01 0.228
H 1.197812 2.202145 -5.521552 0.00 0.00 0.00 0.222
H 1.825846 3.996218 -3.946655 -0.01 0.01 -0.01 0.223
H 1.599499 3.626867 -1.498732 0.01 0.00 0.00 0.227
C 4.755584 -0.326764 1.118381 -0.01 0.05 -0.03 -1.141
Si 3.924134 1.102909 0.256135 0.00 0.12 0.04 1.894
C 3.795809 2.632982 1.314823 0.01 -0.02 -0.04 -1.154
C 4.673659 1.438557 -1.414630 0.00 -0.01 0.05 -1.147
O 2.364727 0.540047 -0.028529 0.05 0.02 0.11 -1.037
H 5.781083 -0.466122 0.772619 0.02 0.02 0.02 0.241
H 4.198787 -1.240048 0.901162 0.01 -0.02 -0.02 0.251
H 4.774093 -0.187951 2.200193 -0.03 -0.01 0.02 0.242
H 4.727060 2.843546 1.843476 0.03 -0.01 -0.03 0.246
H 3.011120 2.498203 2.062719 0.01 0.00 0.03 0.253
H 3.545838 3.512710 0.718395 -0.02 0.01 0.01 0.239
H 5.728454 1.710753 -1.344538 0.02 0.01 0.02 0.241
H 4.146285 2.246327 -1.925797 0.01 0.00 0.00 0.242
H 4.594726 0.544169 -2.036212 0.01 -0.01 -0.01 0.250
O -7.523483 0.910461 -1.721224 0.00 0.01 -0.01 -0.383
N -6.560831 1.434311 -1.194309 -0.03 0.01 0.04 0.538
O -6.426416 2.634449 -1.038114 0.00 0.00 -0.03 -0.393
C -5.497330 0.567013 -0.710489 0.08 0.04 0.00 -0.077
C -4.367710 1.130007 -0.156559 -0.09 -0.10 -0.04 -0.090
C -3.383483 0.296476 0.328418 0.06 -0.06 -0.13 -0.098
C -3.420613 -1.159729 0.236438 0.01 0.10 0.19 0.463
O -2.477420 -1.885994 0.597216 0.03 -0.21 0.03 -0.688
C -4.646370 -1.641879 -0.362409 0.06 0.09 -0.13 -0.036
C -5.632653 -0.811366 -0.825475 0.03 -0.03 0.04 -0.111
N -4.869477 -3.078870 -0.552782 -0.26 -0.03 0.37 0.524
O -5.829854 -3.407696 -1.228834 0.11 -0.03 -0.15 -0.400
O -4.138987 -3.864122 0.014596 0.05 0.01 -0.08 -0.364
N -2.233263 0.949907 0.890491 -0.67 0.13 0.22 0.539
O -1.548616 0.318044 1.741915 0.28 -0.11 -0.19 -0.437
O -1.994312 2.102676 0.616094 -0.04 -0.11 0.07 -0.334
H -4.266453 2.202472 -0.089341 0.00 0.00 0.00 0.273
H -6.515935 -1.233057 -1.280634 0.01 0.00 0.00 0.282
```
Forces are in eV/Å.

Calculated values
Net charge: 0
F_max in eV/Å: 2.858


| no. | E (a.u.) | orbital gap (eV) |
| --- | --- | --- |
| 1 | -1013.2421 | 9.181 |
| 2 | -1960.1178 | 8.385 |
| 3 | -2657.4870 | 7.102 |